Entry 1:
# C11H17NOS

An isolated molecule of C11H17NOS (ωB97M-V with the def2-TZVPD basis set, the Open Molecules 2025 dataset).

Element x y z (Å)
1 C -3.732 1.205 2.558
2 C -3.253 0.729 1.184
3 C -1.724 0.888 1.103
4 N -1.108 0.324 -0.145
5 C -1.419 -1.004 -0.730
6 C -0.663 -1.305 -2.017
7 O 0.758 -1.203 -1.840
8 C 1.197 -0.641 -0.579
9 C 2.667 -0.486 -0.750
10 C 3.625 -0.174 0.162
11 C 4.907 -0.162 -0.402
12 C 4.988 -0.318 -1.764
13 S 3.394 -0.535 -2.332
14 C 0.275 0.671 -0.275
15 H -3.570 2.294 2.702
16 H -4.696 0.951 2.846
17 H -3.079 0.749 3.290
18 H -3.436 -0.361 1.033
19 H -3.839 1.189 0.374
20 H -1.532 1.994 1.119
21 H -1.344 0.422 2.059
22 H -1.161 -1.807 0.048
23 H -2.494 -1.018 -0.981
24 H -0.873 -0.636 -2.858
25 H -0.936 -2.262 -2.367
26 H 0.989 -1.538 0.138
27 H 3.451 -0.115 1.253
28 H 5.858 -0.022 0.129
29 H 5.860 -0.396 -2.456
30 H 0.317 1.391 -1.155
31 H 0.576 1.175 0.653

As for the energy above the lowest of the compared OMol25 structures with the same formula, charge and spin: 219.0 kJ/mol. As for the net charge: 0. As for the SMILES: CCCN1CCO[C@@H](c2cccs2)C1.

Entry 2:
# C11H17NOSi

An isolated molecule of C11H17NOSi (ωB97M-V with the def2-TZVPD basis set, the Open Molecules 2025 dataset).

Element x y z (Å)
1 C -4.376 2.252 -0.504
2 C -3.361 1.373 0.337
3 N -2.078 0.824 0.015
4 Si -2.013 -0.625 -0.919
5 C 0.314 -0.673 -1.002
6 C 1.088 -0.118 -0.079
7 C 2.580 -0.255 -0.061
8 C 3.205 0.141 1.139
9 C 4.540 0.455 1.196
10 C 5.307 0.192 0.077
11 C 4.750 -0.330 -1.042
12 C 3.369 -0.575 -1.119
13 O -2.599 -1.997 -0.220
14 C -2.337 -2.508 1.037
15 H -5.358 1.995 -0.275
16 H -4.227 3.299 -0.403
17 H -4.188 1.937 -1.508
18 H -3.067 1.848 1.313
19 H -3.998 0.452 0.724
20 H -1.194 1.326 0.169
21 H -2.562 -0.621 -2.223
22 H 0.531 -1.272 -1.854
23 H 0.609 0.679 0.677
24 H 2.434 0.333 1.876
25 H 5.124 0.825 1.978
26 H 6.300 0.445 0.219
27 H 5.186 -0.576 -2.001
28 H 3.030 -0.885 -2.003
29 H -2.947 -1.864 1.853
30 H -1.200 -2.628 1.415
31 H -2.861 -3.447 1.187

As for the energy above the lowest of the compared OMol25 structures with the same formula, charge and spin: 255.9 kJ/mol. As for the net charge: 0. As for the SMILES: CCN[Si@@H](/C=C/c1ccccc1)OC.

Entry 3:
# C11H17O2P

An isolated molecule of C11H17O2P (ωB97M-V with the def2-TZVPD basis set, the Open Molecules 2025 dataset).

Element x y z (Å)
1 C 3.657 1.362 0.346
2 C 2.563 1.049 -0.669
3 C 1.381 0.288 -0.069
4 C 1.720 -1.148 0.312
5 C 0.542 -1.858 0.961
6 P -0.962 -2.024 -0.087
7 O -1.800 -3.173 0.289
8 O -0.400 -2.193 -1.592
9 C -1.870 -0.446 -0.093
10 C -2.408 -0.025 1.113
11 C -3.149 1.141 1.171
12 C -3.356 1.884 0.020
13 C -2.829 1.456 -1.188
14 C -2.086 0.290 -1.247
15 H 4.117 0.453 0.723
16 H 3.246 1.915 1.188
17 H 4.435 1.967 -0.113
18 H 2.986 0.467 -1.491
19 H 2.194 1.989 -1.086
20 H 1.015 0.825 0.811
21 H 0.574 0.263 -0.803
22 H 2.019 -1.693 -0.585
23 H 2.558 -1.164 1.012
24 H 0.802 -2.886 1.227
25 H 0.239 -1.348 1.879
26 H -0.764 -3.014 -1.930
27 H -2.252 -0.628 1.997
28 H -3.568 1.471 2.111
29 H -3.935 2.795 0.062
30 H -2.998 2.032 -2.086
31 H -1.670 -0.050 -2.184

As for the energy above the lowest of the compared OMol25 structures with the same formula, charge and spin: 8.5 kJ/mol. As for the net charge: 0. As for the SMILES: CCCCC[P@](=O)(O)c1ccccc1.

| no. | F_max (eV Å⁻¹) | Kohn-Sham gap (eV) |
| --- | --- | --- |
| 1 | 2.74 | 8.948 |
| 2 | 5.07 | 9.291 |
| 3 | 0.71 | 10.436 |